No. 1
ORCA calculation (ωB97M-V with the def2-TZVPD basis set) on C6H7NO2 as an isolated structure.

HOMO = -0.3631 Ha
Charge = 0
Kohn-Sham gap = 10.40 eV

Element x y z (Å)
1 H -0.9677 -0.3925 2.0991
2 H 1.6239 -1.7098 1.7018
3 C 0.9638 -1.0974 1.0839
4 H 1.8500 -0.4481 -0.9235
5 C -1.1035 0.8813 -0.7916
6 H -2.4746 1.2464 -1.9669
7 N -2.3230 0.6753 -1.0317
8 H 1.8508 0.8417 0.3613
9 H 0.3436 0.8665 1.9891
10 O -0.5325 1.6938 -1.8687
11 O -0.6142 -2.4964 -0.3680
12 C -0.0912 -0.0377 1.5448
13 C 1.3619 -0.0637 -0.0193
14 C -0.1060 -1.5183 0.0971
15 H 0.4208 1.5461 -1.9028
16 C -0.2019 0.0129 -0.0046

No. 2
ORCA calculation (ωB97M-V with the def2-TZVPD basis set) on C80H169N4O16P2 as an isolated structure.

HOMO = -0.1285 Ha
Charge = -1
Kohn-Sham gap = 3.77 eV

Element x y z (Å)
1 H -15.4009 -0.2094 -3.3379
2 H 8.7126 -6.0251 7.4022
3 H 2.7970 9.9397 5.6087
4 C -4.0435 -3.3833 -5.7310
5 O -9.0879 2.0446 -3.5407
6 C -2.6291 -3.4951 -6.3393
7 C -8.0375 2.6039 -3.9356
8 H 2.0592 1.8319 5.6305
9 H 2.5403 0.8206 -4.4395
10 H 9.4355 3.8356 0.7804
11 P 7.9242 7.9269 3.0975
12 H -16.1951 -2.3375 -3.5831
13 H 7.0984 -0.9685 9.3100
14 H -0.1804 -5.0322 0.8841
15 H 9.3576 8.0044 1.0593
16 H 4.5217 10.0391 6.1137
17 H -2.9728 -0.0480 -0.5256
18 H -0.3830 -3.1991 8.5909
19 H 7.3511 5.6729 3.8679
20 H 8.1034 -2.2825 5.6869
21 H -11.5999 -1.3341 -8.9439
22 H 5.5946 -4.8289 7.1726
23 N -2.1651 -9.0879 -2.9761
24 H -8.8809 -1.8562 -1.1828
25 H -0.9078 2.6886 5.3907
26 C 8.7958 8.6957 4.3752
27 C -1.9442 0.1685 -0.2369
28 C -0.1653 -6.0673 0.5430
29 H -10.6407 -6.6366 -5.7315
30 C 6.1586 -4.2490 6.4420
31 P -12.3608 -4.0968 -5.3179
32 C -11.0843 -6.3038 -6.6699
33 H 10.8572 9.6634 -0.5386
34 H 4.9092 -2.1848 10.9139
35 C 8.4887 -5.1109 6.8525
36 H 8.9138 -3.3027 7.8862
37 H 7.8735 10.7546 -0.4324
38 H 9.4567 -5.0495 6.3553
39 H -13.2029 -2.3887 -2.8757
40 O -1.6679 -3.5333 -5.5223
41 O 3.7602 5.7783 -3.0957
42 H -12.9364 -6.4308 -5.5146
43 H -10.6616 -2.2251 -3.4844
44 C -12.3430 0.1696 -7.5651
45 H -9.9456 -2.9935 -0.3176
46 C 5.4670 -1.3183 10.5588
47 C -12.9415 -2.3664 -7.4404
48 H -4.2819 -2.3207 -5.6839
49 H 6.1198 4.1516 -7.9184
50 O 2.8115 5.5276 -1.1388
51 H 1.8287 -0.4825 -8.6877
52 O 7.7755 -3.3558 0.6067
53 H 3.5185 2.1572 -5.0659
54 H 7.7133 8.3198 0.7110
55 H 5.1781 -1.9885 7.8817
56 H 5.8251 7.8586 4.3307
57 H 2.1352 -0.3007 2.9902
58 H 9.5398 8.7267 -1.1103
59 H 0.6736 1.9164 -5.1221
60 C 7.4393 5.4789 1.7834
61 H 3.4288 0.0068 -9.2674
62 H -1.4913 -11.0629 -3.2726
63 C -0.3798 0.7333 1.6464
64 C 3.5374 2.6054 -8.0832
65 H 7.4738 4.3607 -10.2003
66 H 3.5572 3.2481 -7.2031
67 H -1.3015 -0.5331 -0.7686
68 C -0.9886 -6.2245 -0.6957
69 H -13.0488 -3.2846 -8.0179
70 H -1.1687 -7.2150 -3.3303
71 H -11.7852 -1.9670 -5.7408
72 C -4.3978 -0.3970 6.5068
73 C -5.4688 0.6723 6.0562
74 H 0.3199 3.0393 6.6331
75 H -12.4026 -8.7683 -6.6462
76 H 7.9986 5.7951 0.9029
77 C 8.3898 8.3233 5.8157
78 H -11.2408 -5.2684 -3.5516
79 H 9.0059 5.7368 3.2276
80 H 7.5648 10.1786 6.5152
81 H 7.9306 -1.2791 7.1173
82 C 6.5336 -1.8629 9.5730
83 H 1.3275 4.4448 5.2167
84 H -8.2722 -3.2334 -0.4238
85 H -6.5751 1.7391 -2.5866
86 H -8.5088 -3.3928 -2.9117
87 H -0.6657 -10.2837 -1.9262
88 H -4.0865 -10.0658 -5.5668
89 H 5.6825 -1.9964 0.4340
90 H -12.5109 1.0187 -8.2275
91 H -1.0227 1.6438 3.5777
92 C 5.8219 3.6541 -8.8413
93 C 1.5276 2.1688 -5.7507
94 H 7.0555 3.5154 1.0482
95 C 1.2739 1.7991 -7.2547
96 H -10.7174 -9.0467 -6.2063
97 H -2.6411 -7.1045 -2.3778
98 H 6.8053 -6.2473 5.8274
99 H -0.8235 -5.4943 -1.4879
100 C 1.3183 3.0254 3.4074
101 O -5.1007 1.8653 5.9243
102 H 9.5489 3.4722 2.5698
103 H -5.7885 2.7004 -3.8906
104 C 1.0675 1.6059 5.2388
105 H 7.1685 -2.5173 10.1704
106 H 2.5073 1.1475 2.0264
107 H -9.3611 -4.7467 -2.2847
108 H 5.4691 -3.8179 5.7162
109 H 5.6390 7.9817 2.5574
110 C 7.5566 3.9943 1.8894
111 H 3.9371 8.5527 5.5543
112 H -1.8007 -0.9345 1.6283
113 H -13.1716 0.2657 -6.8635
114 C -15.4512 -0.8199 -2.4363
115 H 5.6091 1.7016 -7.8517
116 H 9.3600 11.5919 -0.0992
117 H -13.2318 -5.5147 -6.9568
118 H 0.6237 0.7290 5.7101
119 C 6.8241 -3.8301 -0.0677
120 H 5.2143 0.1319 12.2674
121 C 0.1604 2.7849 5.5853
122 H -0.4984 -6.7698 1.3070
123 C 8.9352 10.0542 1.2943
124 O -8.0721 3.5676 -4.6742
125 H -6.5267 1.2529 -4.3611
126 C -12.5039 -1.1588 -8.3608
127 O 1.0091 -3.3547 6.4157
128 C 4.1969 10.0420 3.9703
129 H -3.8105 -11.5035 -3.3021
130 C 8.3323 9.4687 6.8235
131 H 1.7321 3.2372 -5.6806
132 C 8.5019 8.5762 1.4185
133 H -3.4821 -0.2025 5.9484
134 H -11.2579 -9.6124 -7.7198
135 H 6.9391 2.7294 -10.4504
136 H -0.3174 -9.8164 -3.6267
137 C -3.4441 -9.6509 -2.2944
138 H -2.4981 0.4781 1.9329
139 H -1.9324 -9.7166 -5.0028
140 H -10.5433 -5.4538 -7.0857
141 O 0.8484 -5.5355 6.8905
142 C 5.5971 -2.8864 -0.1895
143 O 4.1196 7.2321 -1.6319
144 N 6.8973 -3.1875 7.2982
145 H -1.2149 -8.3442 -0.4777
146 H 2.3596 3.3219 3.2819
147 C 5.8823 -2.6641 8.3673
148 H 7.4193 -5.0401 4.8465
149 H 7.8174 -4.2802 8.8311
150 H 9.1169 8.7747 8.7982
151 H -10.0525 -7.5916 -7.9539
152 H -16.4331 -0.6516 -1.9941
153 H 9.9025 10.1975 -1.9529
154 C -11.9444 -2.8021 -6.4229
155 C 8.9025 10.6025 -0.1067
156 C -0.9333 -7.6184 -1.2405
157 H 7.2499 3.5452 2.8340
158 N 1.1001 1.5164 3.6560
159 H -14.1497 -4.6226 -3.8175
160 C 5.0525 2.3849 -8.4931
161 O 6.9755 3.9566 9.2671
162 C 2.3015 0.7757 3.0302
163 H -2.5255 -7.9817 -4.8699
164 C -11.0887 -7.4866 -7.6326
165 H -2.0329 -6.0321 -0.4494
166 H 6.2768 4.6005 9.4038
167 O 6.9392 -4.9034 -0.7214
168 H -0.3648 0.0399 3.7323
169 C 0.5843 -4.3494 6.9855
170 H 0.6723 0.8901 -7.2574
171 H -1.7062 1.1502 -0.6464
172 H 8.2843 10.6089 1.9701
173 H -11.3409 0.3977 -7.2019
174 H 7.3956 7.8871 5.9134
175 H -4.1982 -3.7134 -4.7038
176 C -13.9598 -3.7791 -4.4812
177 N 2.6987 1.3490 -7.6999
178 H 0.1015 -7.8610 -1.4821
179 H -0.7365 -4.9803 8.6174
180 H 5.0068 1.6346 -9.2825
181 C 8.1894 9.0859 8.3177
182 C -1.7203 -7.6728 -2.5092
183 C -9.1210 -2.9077 -1.0252
184 C -15.3359 -2.2487 -2.9184
185 O 6.3667 2.8734 7.4537
186 H -4.8145 -8.8440 -4.5483
187 H -4.2747 -0.2834 7.5838
188 H -15.4474 -2.8509 -2.0167
189 H 8.9483 2.3344 1.4045
190 H -14.7544 -3.7842 -5.2274
191 C -12.4747 -5.7202 -6.2001
192 H -14.6521 -0.6018 -1.7278
193 H -11.6073 -7.3197 -8.5767
194 O 5.2293 4.5193 8.2715
195 H -11.5865 -3.2215 -2.3141
196 H -10.1860 -4.6227 -4.5855
197 C -4.0181 -9.5870 -4.5900
198 H 5.1470 4.2339 -9.4709
199 H 0.4112 0.1439 1.1828
200 H -4.8171 -3.8159 -6.3655
201 H 6.4508 -1.0149 12.4565
202 H 8.5114 9.7162 4.1189
203 C -6.6263 2.0541 -3.6288
204 H 6.3284 10.3042 4.3766
205 H 5.5424 -2.4342 -1.1798
206 H -11.0243 -3.1432 -6.8975
207 C -11.3817 -8.7792 -7.0280
208 C -1.0886 -10.1147 -2.9165
209 C 2.7206 1.4549 -5.3074
210 H 6.5010 -1.5782 6.0697
211 H 9.9162 10.2811 1.7118
212 C -1.7500 0.0845 1.2447
213 H 0.8364 -6.4738 0.4037
214 C 5.6894 9.8596 3.6136
215 C -0.2732 0.9673 3.1670
216 H -0.3213 1.7274 1.2033
217 C 7.0742 3.4896 -9.6810
218 H 5.2354 -3.4049 8.8372
219 H 2.9408 3.0402 -8.8852
220 H -0.1103 4.4669 4.2841
221 C -4.2186 -10.4930 -3.2828
222 C -2.5923 -9.0064 -4.5045
223 C 7.9890 6.1077 3.0984
224 C -11.0682 -4.3044 -4.0301
225 H 3.1384 0.9207 3.7134
226 H 3.9226 11.0917 3.8656
227 C 3.1841 0.5452 -6.4285
228 C 2.4721 0.3727 -8.8947
229 H 7.9309 3.1756 -9.0848
230 C 7.4156 -2.0020 6.4846
231 C 0.6573 3.7902 4.6596
232 C -13.9885 -2.4878 -3.6248
233 H 3.6624 9.4287 3.2449
234 H 0.8607 2.5051 -7.9751
235 O -2.5252 -3.6033 -7.5494
236 H -3.9622 -8.7470 -1.9740
237 H 0.8488 3.3148 2.4672
238 H 8.9633 7.5091 6.2588
239 H -13.9129 -1.7411 -4.4153
240 H -13.9340 -2.2705 -7.0002
241 C 8.0879 -4.0099 7.8104
242 C 8.9593 3.3948 1.6562
243 H 7.5054 8.2502 8.4655
244 H -13.2278 -0.8472 -9.1137
245 C 6.1803 3.7608 8.2792
246 H 4.7649 -0.7933 9.9110
247 H 6.4011 5.7555 1.5996
248 H 4.6124 -3.3293 -0.0401
249 H 9.8636 8.7347 4.1601
250 O -6.6206 0.2536 6.0799
251 H 4.2701 0.5669 -6.5194
252 H -5.2650 -10.5777 -2.9899
253 C 9.8550 9.7587 -0.9563
254 H 2.1330 1.0841 -9.6478
255 C 7.2283 -5.2454 5.8998
256 H 2.6207 -0.3851 -6.5010
257 C 3.5038 6.1385 -1.9414
258 C 3.8176 9.6240 5.3926
259 H -4.5986 -1.4338 6.2367
260 H 7.8809 9.9525 8.9025
261 C 6.1565 8.3775 3.4313
262 H 4.4767 7.3353 -2.5170
263 H 9.2748 9.9974 6.6811
264 C 5.9603 -0.4145 11.6903
265 C -9.3861 -3.6576 -2.3215
266 H 6.7249 0.3034 11.3936
267 C -0.5380 -4.1030 8.0018
268 C -10.7302 -3.1930 -2.9879
269 H -1.4948 -3.8824 7.5287
270 H -3.3051 -10.1069 -1.3141
271 H 5.9018 10.3433 2.6602

No. 3
ORCA calculation (ωB97M-V with the def2-TZVPD basis set) on C13H18Cl2CoN2O as an isolated structure.

HOMO (alpha / beta) = -0.1049 / -0.1150 Ha
Charge = -1
Kohn-Sham gap (alpha / beta) = 5.04 / 5.28 eV
2S+1 = 5

Element x y z (Å)
1 H -2.9840 1.9904 -3.3774
2 H 3.6780 -2.5680 -0.4521
3 N -4.0300 5.2668 -1.2747
4 C -2.8165 3.2043 -1.5916
5 C 2.5296 -1.6898 -2.0780
6 C 3.1126 -1.6523 -0.6653
7 H 1.6570 1.6427 -2.1291
8 C -1.6955 2.0896 0.2240
9 Cl 0.5975 -0.0067 1.6135
10 C -2.6467 2.0408 -2.3523
11 C -2.2605 3.2379 -0.3121
12 H 3.7066 1.7391 -0.8705
13 H 1.1780 -0.3538 -3.2082
14 C 1.4542 -0.5776 -2.1594
15 H 3.2932 -1.4691 -2.8331
16 H 0.6050 -2.0816 -0.8608
17 H -2.2718 4.1271 0.3062
18 H -4.1108 5.0357 -0.2993
19 H 4.4623 -0.3913 0.4753
20 C 3.9752 -0.4093 -0.5041
21 H 2.0856 -2.6837 -2.2732
22 C -3.5761 4.3478 -2.1818
23 C 2.0215 0.7234 -1.6653
24 H -1.2705 2.0395 1.2239
25 H 2.5750 1.0105 0.2835
26 Co -1.0701 -0.6433 0.4213
27 H 2.3114 -1.5733 0.0850
28 H -0.5983 -1.4073 -2.0568
29 N -1.6616 0.9436 -0.4923
30 C -2.0820 0.9150 -1.7742
31 H 4.7677 -0.4157 -1.2657
32 C 0.2900 -1.1975 -1.4363
33 H -4.6789 5.9464 -1.6323
34 C 3.0801 0.8445 -0.6894
35 O -3.7390 4.4777 -3.3881
36 H -1.9612 -0.0201 -2.3127
37 Cl -2.7726 -1.3572 1.4647

no.,DFT total energy (eV)
1,-11917.3896
2,-142983.5329
3,-81473.8373